{"formula": "C10H16", "method": "wB97M-V/def2-TZVPD", "lumo_energy_ev": 0.974, "relative_energy_kcal_mol": 55.3, "gap_ev": 9.747, "smiles": "Cc1ccccc1.CCC", "spin_multiplicity": 1, "elements": ["C", "C", "C", "C", "C", "C", "C", "H", "H", "H", "H", "H", "H", "H", "H", "C", "C", "C", "H", "H", "H", "H", "H", "H", "H", "H"], "coordinates": [[-0.649, -1.513, -1.125], [-1.096, -1.057, 0.121], [-0.982, 0.280, 0.468], [-1.445, 0.791, 1.688], [-2.126, -0.064, 2.551], [-2.410, -1.415, 2.238], [-1.990, -1.830, 0.971], [-1.423, -1.780, -1.868], [-0.109, -2.520, -1.085], [0.060, -0.854, -1.588], [-0.664, 1.015, -0.237], [-1.424, 1.845, 1.811], [-2.469, 0.183, 3.622], [-2.934, -2.026, 2.930], [-2.144, -2.790, 0.420], [2.196, 2.492, -1.825], [3.015, 1.280, -1.126], [3.437, 0.300, -2.228], [2.468, 2.757, -2.881], [1.054, 2.411, -1.837], [2.477, 3.449, -1.333], [3.914, 1.923, -0.788], [2.807, 0.690, -0.222], [3.470, -0.610, -1.644], [2.854, 0.154, -3.039], [4.362, 0.581, -2.660]], "forces_ev_per_a": [[1.56, -3.56, -3.34], [-3.52, 1.49, 4.16], [-0.28, 0.23, 0.85], [-0.93, -1.54, -0.44], [-0.45, -0.54, 2.46], [1.17, 1.41, -2.17], [2.03, -0.70, -1.71], [-0.06, 0.56, 0.33], [-0.41, 1.14, 0.34], [0.23, 0.49, -0.31], [0.78, 0.18, -0.51], [0.21, 0.67, 0.54], [0.62, 0.35, -1.92], [-0.46, -0.46, 0.25], [-0.47, 0.30, 1.46], [-1.26, 0.34, 0.99], [1.59, 3.17, -1.83], [1.45, -0.04, 3.57], [0.19, -1.17, 0.74], [1.51, -0.03, 0.19], [-0.59, -0.60, 0.15], [-0.84, -1.51, -0.48], [-1.35, 0.88, -0.29], [0.73, -0.87, -0.70], [-2.75, -0.20, -2.26], [1.29, 0.00, -0.08]]}